[1]
Density functional theory data (ωB97M-V/def2-TZVPD) for a molecular structure, C12H30Cl2N3O3P2Tb in a non-equilibrium geometry.

Structure (XYZ):
```
53
Properties=species:S:1:pos:R:3:forces:R:3
C -1.284508 5.019657 4.024552 0.0 0.0 0.3
C -1.077199 3.958875 2.996276 1.9 0.0 -0.7
H -0.328325 5.421948 4.393562 -0.3 -0.3 -0.3
H -1.855757 4.592081 4.862714 0.1 0.2 -0.3
H -1.891024 5.835251 3.598023 0.1 -0.3 0.1
O -0.029001 3.660807 2.431256 -2.3 -0.2 0.8
Cl -2.558472 3.036997 2.546834 0.6 0.1 0.0
Tb -0.723646 1.093777 0.892653 -1.2 -0.6 -0.7
P 0.026572 2.748320 -1.366554 -0.4 0.7 -1.2
C 1.460211 3.142640 -2.427364 0.6 -0.3 0.0
C -1.172547 2.190070 -2.608119 -0.2 0.0 -0.2
H -1.374423 4.430578 -0.281051 0.1 0.1 -0.1
H -0.634894 5.006856 -1.799788 -0.1 0.0 0.1
H 0.358268 4.904569 -0.336079 -0.2 -0.1 0.0
C -0.462547 4.429285 -0.888155 -0.2 0.2 0.2
H -2.163411 2.033931 -2.161452 0.2 0.0 -0.2
H -1.225949 2.962089 -3.382697 -0.2 -0.1 0.0
H 1.189489 3.860215 -3.210739 -0.3 -0.1 0.2
H 1.828205 2.248344 -2.943980 0.0 0.1 0.2
H -0.809799 1.258604 -3.069433 -0.2 0.2 0.2
H 2.280376 3.606896 -1.868806 -0.1 -0.2 0.0
C 1.651241 1.804757 0.403955 5.2 -0.3 0.4
O 2.787232 1.913746 0.194332 -4.1 -0.1 0.4
Cl -3.082813 0.300180 0.642672 0.4 0.5 0.1
C 2.554610 -3.162634 0.546122 0.2 -0.4 0.1
N 1.754649 -2.242290 -0.260424 0.0 0.8 0.2
C 2.479373 -1.686353 -1.407296 0.2 -0.3 -0.3
P 0.122078 -2.152411 -0.157253 0.3 -1.1 0.6
O -0.346787 -0.709146 -0.405431 0.4 0.3 0.0
N -0.685158 -3.260419 -1.038681 -0.3 0.7 -0.3
C -1.256062 -2.966618 -2.358231 -0.1 0.1 -0.3
C -0.445399 -4.686061 -0.792663 0.2 -0.2 0.0
N -0.154065 -2.626227 1.436990 -0.8 1.5 -0.5
C -1.592099 -2.904706 1.694801 -0.5 -0.4 0.2
C 0.310363 -1.543870 2.346095 0.3 -0.7 -0.5
H 3.573521 -2.747545 0.588369 -0.4 -0.2 0.2
H 2.604991 -4.155028 0.079272 0.1 0.1 0.2
H 2.139520 -3.271123 1.556997 0.3 0.0 -0.4
H 2.498282 -2.406489 -2.243696 0.0 0.3 0.2
H 2.038099 -0.742237 -1.759568 0.1 -0.3 0.2
H 3.523176 -1.525951 -1.088429 -0.5 0.2 -0.3
H -0.477220 -2.977116 -3.146420 -0.4 0.1 0.3
H -1.975040 -3.777011 -2.582567 0.2 0.6 0.0
H -1.782710 -1.995141 -2.344543 0.3 -0.5 -0.1
H 0.523341 -5.011723 -1.200322 -0.3 0.0 0.1
H -0.478480 -4.898683 0.281656 0.1 -0.1 -0.3
H -1.249281 -5.231137 -1.307533 0.3 0.0 0.3
H -1.671551 -3.382832 2.678419 0.0 0.1 -0.2
H -2.212707 -1.990358 1.675918 0.3 -0.3 0.1
H -2.017123 -3.575361 0.936662 0.3 0.2 0.4
H 1.174121 -1.923024 2.912143 -0.4 0.6 0.1
H 0.666481 -0.667694 1.739209 0.3 -0.4 0.5
H -0.526202 -1.241284 2.977795 0.2 0.0 0.3
```
Positions in Å, forces in eV/Å.

Results
ΔE to the lowest compared entry with this formula, charge and spin ... 13.0 kcal per mole
Net charge ... +2
Spin multiplicity ... 7
Kohn-Sham gap (alpha / beta) ... 7.42 / 7.76 eV

=====

[2]
Density functional theory data (ωB97M-V/def2-TZVPD) for a molecular structure, C12H30F2N3O12S3Sn in a non-equilibrium geometry.

Structure (XYZ):
```
63
Properties=species:S:1:pos:R:3:forces:R:3
Sn 0.025771 0.151893 0.124794 -0.1 -2.7 0.7
S -0.846394 -2.901195 1.438849 -1.2 -1.9 0.7
O -0.207834 -3.847648 0.520529 0.4 -0.7 -0.5
O -1.451633 -3.664336 2.530971 -0.2 0.8 -0.1
O 0.159119 -1.955804 1.961174 1.7 2.4 0.1
O -1.825344 -2.050060 0.709773 -0.3 1.1 -1.0
N 0.783087 2.197821 -1.899234 -1.6 2.7 0.2
S 1.943663 2.157189 -2.905351 5.1 -3.7 -3.3
O 3.183190 2.841207 -2.596132 -1.7 0.1 -0.3
O 1.529808 1.995942 -4.294497 0.5 0.9 1.8
F 2.390331 0.642936 -2.520184 -0.3 0.1 0.1
S 0.155679 3.659817 -2.353641 -3.0 2.1 0.9
O -0.724554 3.682939 -3.488758 1.0 -0.6 0.6
O 1.006357 4.822389 -2.175137 -0.6 -1.8 0.2
F -0.904254 3.680829 -1.146213 0.5 0.2 0.1
C -0.601839 -2.437038 -5.524044 0.1 -0.3 -0.6
O -0.734075 -1.422273 -4.563334 -0.1 -0.3 -0.1
C 0.272269 -1.502423 -3.578253 0.4 0.0 0.2
C -0.034833 -2.538127 -2.504161 -0.4 0.4 0.9
N 0.792857 -2.329737 -1.290374 0.7 1.1 -1.9
C 2.220852 -2.457811 -1.625458 0.4 1.4 1.2
C 3.071369 -2.069351 -0.395631 -0.4 -2.1 -0.2
O 2.666102 -0.864072 0.207697 0.2 0.1 -0.3
C 3.114845 -0.770372 1.546800 -0.4 -1.0 0.6
H 0.394923 -2.367674 -5.969051 0.0 -0.2 -0.2
H -1.348339 -2.349246 -6.314684 0.0 0.6 0.1
H -0.762064 -3.467299 -5.189137 0.2 0.1 0.7
H 0.464128 -0.497874 -3.198548 -0.7 0.0 0.4
H 1.265629 -1.712653 -3.989337 -0.2 -0.3 -0.6
H 0.041399 -3.557471 -2.896021 0.4 -0.1 -0.1
H -1.066953 -2.480609 -2.151797 -0.1 0.3 -0.2
H 0.541538 -3.087109 -0.640605 -0.3 0.1 0.7
H 2.566037 -1.755405 -2.382699 -0.5 -0.2 -0.4
H 2.452288 -3.487473 -1.908339 0.2 0.0 -0.1
H 4.138487 -2.121903 -0.633116 0.1 0.7 -0.3
H 2.971380 -2.929445 0.277110 -0.4 0.3 0.7
H 4.188581 -0.910539 1.705087 0.3 0.9 -0.6
H 2.760785 -1.635198 2.117513 -0.8 0.2 0.0
H 2.679382 0.150984 1.928637 0.5 0.0 0.3
C -3.220890 -0.973741 4.837024 -0.8 1.2 0.7
O -3.018091 0.230432 4.063619 -0.3 -1.4 0.0
C -2.924854 -0.145535 2.688942 0.4 1.4 -0.6
C -3.267132 1.082108 1.789371 0.0 -0.5 0.0
N -2.110733 1.946019 1.435869 -0.3 -0.6 1.7
C -1.505162 2.383937 2.711493 1.4 1.1 -0.6
C -0.303772 3.298286 2.429517 -0.1 -0.4 0.6
O 0.609372 2.672950 1.544077 -0.2 0.0 0.2
C 1.771068 3.473842 1.287421 -0.5 -1.1 -0.2
H -2.545460 -1.818397 4.699361 0.3 0.3 -0.5
H -4.254186 -1.291629 4.678655 0.0 -0.3 -0.2
H -3.179651 -0.634086 5.872847 0.2 -0.2 0.1
H -3.577208 -0.971349 2.405539 -0.1 -0.1 0.3
H -1.892032 -0.474262 2.552761 -0.1 -0.2 -0.5
H -4.012500 1.707019 2.291531 -0.1 -0.2 0.3
H -3.729967 0.769120 0.852256 0.1 -0.3 0.0
H -2.551551 2.798949 1.105882 0.3 0.0 -0.7
H -1.126407 1.599341 3.365255 -0.2 -0.6 -0.6
H -2.177718 2.948291 3.365572 -0.3 0.0 -0.2
H 0.147352 3.417233 3.421229 0.4 0.3 0.0
H -0.545523 4.297360 2.056466 -0.3 0.0 -0.2
H 2.327801 3.606342 2.216420 0.1 0.2 0.0
H 1.494175 4.414236 0.809627 0.1 0.1 0.1
H 2.321309 2.849724 0.584091 0.4 0.4 0.0
```
Positions in Å, forces in eV/Å.

Results
ΔE to the lowest compared entry with this formula, charge and spin ... 0.0 kcal per mole
Net charge ... -1
Kohn-Sham gap ... 6.84 eV

=====

[3]
Density functional theory data (ωB97M-V/def2-TZVPD) for a molecular structure, C12H30F6LiN3O20P2S6 in a non-equilibrium geometry.

Structure (XYZ):
```
80
Properties=species:S:1:pos:R:3:forces:R:3
Li 15.094237 -12.859767 -17.688112 -0.1 0.6 0.4
N 15.862234 -13.638140 -19.371205 3.1 -2.4 -0.2
S 15.639737 -15.213308 -19.276873 -6.2 -3.9 -0.2
O 15.770435 -15.945105 -18.039620 1.0 1.0 0.0
O 15.828961 -15.964422 -20.490043 1.5 0.5 0.3
F 14.011898 -15.190247 -19.324706 0.1 0.9 0.3
S 17.506662 -13.913687 -19.731625 2.7 4.5 -0.9
O 17.810744 -13.866027 -21.136427 -0.7 -0.3 1.3
O 18.280419 -14.762417 -18.877442 -0.9 -1.2 -0.2
F 18.041984 -12.526764 -19.151234 -0.5 0.2 -0.5
N 13.058700 -11.987164 -21.455104 -1.1 2.3 3.2
S 12.511011 -11.136077 -20.096760 2.6 0.8 -0.9
O 13.027090 -11.688335 -18.880208 -0.5 0.1 0.0
O 11.170274 -10.645832 -20.167664 -0.3 -0.4 0.2
F 13.348295 -9.808195 -20.309758 0.1 -0.4 0.0
S 11.831377 -12.908368 -21.646552 0.2 -3.6 -3.1
O 10.928436 -12.501731 -22.678432 -0.9 0.4 0.5
O 11.330676 -13.622562 -20.489607 0.1 0.7 -0.7
F 12.644397 -14.050652 -22.503595 -0.3 0.3 0.9
N 16.406363 -8.723943 -19.393337 0.2 -1.8 3.4
S 16.602628 -9.729100 -18.093586 -1.0 1.6 3.1
O 17.947793 -10.012310 -17.682320 -0.2 0.0 -0.8
O 15.611731 -10.736198 -17.790796 0.4 0.3 -0.9
F 16.172839 -8.603369 -17.025780 0.0 0.2 0.0
S 16.933394 -9.700988 -20.465310 0.5 0.0 -7.4
O 16.192780 -10.913135 -20.670036 0.8 0.1 1.1
O 18.336773 -9.621089 -20.797358 -0.6 -0.5 1.3
F 16.364718 -8.834710 -21.738276 -0.1 0.1 0.5
C 13.193389 -11.364977 -13.681349 -0.9 0.2 -0.2
C 12.039101 -11.319829 -14.675458 1.2 0.8 -1.2
O 11.511342 -12.597482 -15.029346 -0.1 -1.2 0.4
P 12.397226 -13.778973 -15.617303 0.8 -1.1 0.3
O 13.528451 -13.391913 -16.464299 0.1 0.5 0.0
O 12.898624 -14.615637 -14.335240 -1.0 0.8 0.7
C 13.368668 -15.955301 -14.374644 0.1 -0.9 -1.9
C 12.278972 -17.035548 -14.445810 0.0 0.2 1.1
O 11.386616 -14.789326 -16.288310 -0.2 0.9 0.4
C 10.852670 -14.370596 -17.564229 0.2 0.4 -1.8
C 10.560982 -15.590198 -18.396870 0.4 -0.6 0.3
H 12.806283 -11.700751 -12.718454 0.5 -0.4 0.0
H 13.974307 -11.970255 -14.140077 0.1 -0.2 0.5
H 13.582937 -10.357246 -13.532006 0.0 0.1 -0.2
H 11.207984 -10.689823 -14.363344 -0.1 -0.3 0.1
H 12.439517 -10.923929 -15.616152 -0.2 0.3 0.1
H 13.968806 -16.044291 -15.285300 0.2 0.0 0.1
H 14.021091 -16.186975 -13.535505 0.0 0.6 0.2
H 12.677586 -17.935464 -14.912507 0.0 0.1 -0.2
H 12.010018 -17.319857 -13.423752 -0.2 0.0 0.0
H 11.372766 -16.699823 -14.941608 0.2 0.0 -0.2
H 10.007100 -13.683453 -17.487148 -0.1 -0.3 0.6
H 11.596964 -13.817902 -18.149292 0.2 0.1 0.5
H 10.160847 -15.338930 -19.376934 -0.2 0.2 0.2
H 11.524195 -16.066887 -18.597445 -0.1 -0.1 0.0
H 9.943594 -16.314463 -17.859575 -0.2 0.1 -0.1
C 18.421388 -9.449789 -13.993667 -0.8 -1.4 -0.2
C 17.693764 -10.812970 -14.180953 0.1 2.2 -0.1
O 18.416979 -11.535376 -15.170621 -0.4 -1.3 0.3
P 17.959949 -13.013501 -15.558174 1.4 -1.0 -0.9
O 16.802502 -13.229949 -16.420271 -0.2 0.5 0.2
O 19.294250 -13.637055 -16.194145 -1.0 0.6 -0.2
C 20.485761 -13.834371 -15.447747 0.1 -0.1 0.4
C 21.655190 -13.502130 -16.343623 -0.7 1.1 -1.0
O 17.875198 -13.779422 -14.164910 1.0 0.8 0.6
C 17.622191 -15.184262 -14.046032 -2.9 0.3 0.3
C 18.320297 -15.857769 -12.874673 0.7 1.0 0.2
H 18.692443 -9.099480 -14.987628 0.5 0.0 0.1
H 17.683624 -8.740085 -13.620527 0.2 0.1 0.4
H 19.229265 -9.665734 -13.298507 0.4 0.8 -0.2
H 17.667120 -11.333424 -13.224753 -0.2 -0.3 -0.2
H 16.703467 -10.513841 -14.530434 -0.2 -0.8 -0.1
H 20.473505 -13.201440 -14.555059 0.1 0.0 0.0
H 20.475741 -14.884280 -15.136364 0.2 0.1 0.1
H 22.614016 -13.331449 -15.859592 0.0 -0.6 0.1
H 21.653720 -14.142189 -17.226651 0.5 -0.4 0.3
H 21.410164 -12.538870 -16.807852 0.0 0.1 0.2
H 16.563411 -15.144294 -13.749244 0.0 -0.4 -0.1
H 17.551658 -15.648863 -15.032123 0.8 -0.2 0.1
H 17.629442 -16.319774 -12.170106 -0.2 -0.6 -0.6
H 19.152035 -16.500509 -13.153378 -0.1 -0.1 0.1
H 18.698879 -15.058188 -12.227039 0.4 0.1 -0.3
```
Positions in Å, forces in eV/Å.

Results
Net charge ... -2
Kohn-Sham gap ... 7.71 eV